No. 1
C4H11BrFeNO5P as an isolated structure in a non-equilibrium geometry, computed with the ωB97M-V functional and the def2-TZVPD basis.

```
24
Properties=species:S:1:pos:R:3
Fe 0.6482 -1.0882 0.0862
Br 1.5180 -1.5466 2.6146
P 1.7929 -2.3416 -1.7721
O 3.0223 -3.2720 -1.6449
O 2.4548 -1.3103 -0.8162
O 0.5240 -2.6579 -1.0264
O 1.5161 -1.6995 -3.1470
C -2.0141 0.4353 1.9661
C -1.7346 0.4711 0.4544
C -0.5378 1.4571 0.1467
O 0.7234 0.9356 0.0572
C 1.7193 1.7197 -0.5921
N -1.4738 -0.8650 -0.0959
H -1.3926 -0.3299 2.4312
H -3.0374 0.1025 2.1399
H -1.7721 1.2970 2.5882
H -2.6500 0.8444 -0.0046
H -0.6972 2.3156 0.7990
H -0.6387 1.8983 -0.8449
H 1.5433 1.8601 -1.6586
H 2.7148 1.2771 -0.5573
H 1.6798 2.7518 -0.2436
H -1.7640 -0.6813 -1.0457
H -2.1448 -1.5731 0.1657
```

The charge is -1. As for the expectation value of S²: 8.769. Its spin multiplicity is 6. The frontier orbital gap (spin up / spin down) comes out at 7.38 / 6.96 eV. The electronic energy is -4769.18405 Ha.

No. 2
C4H11ClITmYb as an isolated structure in a non-equilibrium geometry, computed with the ωB97M-V functional and the def2-TZVPD basis.

```
19
Properties=species:S:1:pos:R:3
Tm -0.2500 1.6608 -1.3419
Cl -0.9387 3.9177 -1.9723
C -1.8203 0.3501 -0.1707
H -1.7064 0.0464 0.8797
H -2.1940 -0.5271 -0.7203
H -2.6494 1.0834 -0.1883
Yb 1.0531 -1.0730 -2.4983
C 1.8456 1.3844 -2.5689
C -0.9421 0.2673 -3.1785
C 1.2109 -3.1401 -1.6087
H -1.5346 -0.6596 -3.1235
H -1.6901 1.0925 -3.1852
H -0.4912 0.3040 -4.1863
H 2.8025 0.9036 -2.3171
H 1.7310 1.4012 -3.6667
H 1.9356 2.4528 -2.2859
H 0.4252 -3.9328 -1.5584
H 2.0418 -3.4460 -0.9256
I 1.3084 -0.1944 0.3492
```

The charge is -1. As for the expectation value of S²: 3.761. Its spin multiplicity is 4. The frontier orbital gap (spin up / spin down) comes out at 6.22 / 6.11 eV. The electronic energy is -3160.74102 Ha.